Entry 1:
The following is a DFT calculation (ωB97M-V/def2-TZVPD) of the ion HN5OS with charge -2.

Last columns: bonded neighbours and bond lengths (Å).
Geometry (Å):
1 N 0.901 1.022 0.465  N5 1.235
2 N 0.417 -1.021 -0.508  N3 1.458, N5 1.356
3 N -0.921 -0.445 -0.438  N2 1.458, N4 1.366, H8 1.011
4 N -0.936 0.920 -0.384  N3 1.366, O6 1.288
5 N 1.227 -0.105 0.079  N1 1.235, N2 1.356, S7 1.817
6 O -1.928 1.253 0.367  N4 1.288
7 S 2.904 -0.763 0.314  N5 1.817
8 H -1.666 -0.861 0.105  N3 1.011

Its HOMO energy (alpha / beta) is 1.832 / 1.830 eV. The calculation puts the gap between HOMO and LUMO (alpha / beta) at 4.86 / 4.86 eV. For the total energy, the calculation gives -747.528518 Eh. The total charge is -2. For the energy above the lowest of the compared OMol25 structures with the same formula, charge and spin, the calculation gives 77.78 kcal/mol.

=====

Entry 2:
The following is a DFT calculation (ωB97M-V/def2-TZVPD) of the ion HN6O3 with charge -1.

Last columns: bonded neighbours and bond lengths (Å).
Geometry (Å):
1 N 0.440 -0.260 -0.010  N2 1.221, N3 1.197
2 N -0.606 0.365 0.071  N1 1.221, N5 1.319
3 N 1.585 0.019 -0.219  N1 1.197, N4 1.276
4 N 2.579 0.179 0.565  N3 1.276, O9 1.380
5 N -1.651 -0.436 0.149  N2 1.319, N6 1.263
6 N -2.845 -0.028 0.211  N5 1.263, O7 1.286, O8 1.255
7 O -3.667 -1.013 0.303  N6 1.286
8 O -3.158 1.187 0.169  N6 1.255
9 O 3.738 0.196 -0.182  N4 1.380, H10 0.978
10 H 3.584 -0.210 -1.058  O9 0.978

As for the SMILES: [O-][N+]([O-])=N/N=N/N=N/O. Its HOMO energy is -4.589 eV. The calculation puts the gap between HOMO and LUMO at 8.23 eV. For the total energy, the calculation gives -554.612871 Eh. The total charge is -1. For the energy above the lowest of the compared OMol25 structures with the same formula, charge and spin, the calculation gives 0.00 kcal/mol.

=====

Entry 3:
The following is a DFT calculation (ωB97M-V/def2-TZVPD) of a cluster of 2 separate species, HNO3 in total.

Last columns: bonded neighbours and bond lengths (Å).
Geometry (Å):
1 O 1.502 -0.405 0.626  N3 1.183
2 O -1.018 -0.074 0.584  H5 0.966
3 N 1.200 0.013 -0.439  O1 1.183, O4 1.204
4 O 0.090 0.305 -0.802  N3 1.204
5 H -1.773 0.162 0.030  O2 0.966

Its HOMO energy (alpha / beta) is -11.027 / -11.007 eV. The calculation puts the gap between HOMO and LUMO (alpha / beta) at 9.91 / 9.12 eV. For the total energy, the calculation gives -280.859074 Eh. The total charge is 0. For the energy above the lowest of the compared OMol25 structures with the same formula, charge and spin, the calculation gives 10.44 kcal/mol.

=====

Q: total charge of number 3 (HNO3)?
A: 0

=====

Q: total charge of number 2 (HN6O3)?
A: -1

=====

Q: Which formula does entry 1 have?
A: HN5OS

=====

Q: total charge of number 3 (HNO3)?
A: 0